Density functional theory data (the ωB97M-V functional and the def2-TZVPD basis) for a molecular structure, C40H33FGaN2O27.

Atoms and positions in Å:
Ga -0.78414 0.86949 -2.85339
F -1.95126 -0.37889 -3.46744
O 7.35541 1.09488 -1.56862
O 2.05257 0.33680 3.15500
O 5.23273 -0.36479 -2.22421
O -8.13426 -3.51995 4.79827
O 5.36481 3.35572 5.93212
O 0.87897 0.06301 -2.76912
O 10.55993 -3.61268 -7.03230
O -8.50025 0.86304 5.50867
O -7.58147 0.60651 1.27102
O -0.59442 0.00212 -7.27050
O -1.60215 -1.52167 -9.07081
O 4.41389 4.64093 -0.71516
O 1.35136 -3.63770 -4.99871
O 2.30664 3.17673 -1.31001
O -0.50932 3.12854 -0.34648
O 0.40851 -5.16157 -6.87319
O -9.92891 -1.67180 4.64281
O 4.03995 -0.84721 4.28729
O -5.80710 -1.27139 1.37890
O 3.34850 4.53806 4.82976
O -10.32883 -0.16304 7.06289
O -6.05370 2.49639 9.17639
O -1.07974 -1.00578 -0.13725
O 7.62288 -0.77525 -3.69874
O -7.88107 1.50309 10.70834
O 10.34620 -1.08954 -7.52138
O 7.83532 -3.29966 -3.21354
N -1.42304 1.15042 -1.00656
N -0.73901 2.41729 -3.89940
C 3.43315 3.22980 4.63678
C -8.08856 1.32275 9.52050
C -0.66757 -3.45004 -8.08929
C 3.49109 2.60774 -1.41136
C 2.76674 1.08878 3.78717
C -8.87419 -0.41615 2.94720
C 4.63263 2.60136 5.31339
C -6.84215 -2.52195 3.09899
C 6.15813 1.66156 -1.49722
C 0.65647 -3.03210 -5.95259
C -0.89428 -2.13001 -8.13241
C -7.04860 1.87329 8.56729
C 0.12828 -3.98106 -7.00392
C 9.22729 -3.62412 -5.08090
C 2.55639 2.51578 3.91778
C 0.58758 1.20821 0.50705
C 8.48473 -2.85255 -4.27096
C -0.48455 1.91655 -0.28800
C -7.80313 -0.35903 2.14098
C -9.23102 0.62818 8.97811
C -8.29457 1.03664 6.69483
C -0.34189 -1.17483 -7.09201
C 3.96111 0.45815 4.47401
C -9.33547 0.47951 7.64679
C 9.69902 -1.53030 -6.45418
C -6.72258 -1.42030 2.16216
C 8.96094 -0.75610 -5.64666
C 3.64921 1.32952 -1.80149
C 4.98021 0.77704 -1.87781
C -3.31783 -0.25279 -0.34644
C -8.99830 -1.51638 3.86034
C -7.14964 1.73346 7.23765
C 5.99250 2.93466 -1.10834
C -1.81906 -0.09357 -0.45415
C 8.31248 -1.36576 -4.50770
C 0.43344 -1.71213 -5.99745
C 9.87249 -3.01699 -6.22015
C 4.83687 1.17598 5.19345
C -7.91352 -2.56847 3.90035
C 4.65809 3.49379 -1.04870
H 7.24782 0.18400 -1.90259
H 3.27895 -1.08080 3.71473
H 5.69172 0.73537 5.68626
H 2.42673 4.09863 -1.02163
H -6.73323 0.39596 0.82872
H -9.96667 0.23620 9.66592
H 1.40432 1.90259 0.71533
H 6.82388 3.56955 -0.83499
H -6.41612 2.12914 6.54947
H -9.64795 0.33730 2.94760
H -10.15056 -0.21318 6.10003
H -1.58595 -0.57218 -8.82539
H 2.80118 0.70113 -2.06964
H 4.12305 4.77835 5.37519
H -3.64238 -0.79134 -1.24555
H -3.56302 -0.86370 0.52232
H -8.98620 -3.29391 5.22105
H -3.82116 0.71243 -0.33630
H -0.18482 2.24217 -4.73092
H -6.24473 2.43674 10.13383
H 1.70076 2.95585 3.42409
H 7.33907 -2.54089 -2.84190
H 1.34296 -4.58772 -5.22290
H 0.75168 -0.87374 -2.56908
H 8.83373 0.30547 -5.80363
H 0.95246 0.33565 -0.03201
H 0.19558 0.85665 1.46733
H -1.66909 2.67357 -4.21029
H 9.35555 -4.68515 -4.92176
H 10.78513 -1.87341 -7.90875
H -6.05987 -3.26725 3.11757
H -1.05337 -4.13705 -8.82897
H 0.79963 -1.02670 -5.24086

Summary:
2S+1: 1
Frontier orbital gap in eV: 5.515
Net charge: -1
E_HOMO in eV: -5.8
Energy in eV: -155374.3117